[1]
Formula: C18H18F2O6
Source: the Open Molecules 2025 dataset
Level of theory: ωB97M-V/def2-TZVPD

CARTESIAN COORDINATES (ANGSTROEM)
F (-2.916, -1.659, -1.885)
F (3.062, -1.946, 0.241)
O (1.197, 5.930, 4.379)
O (1.149, 1.582, 0.045)
O (3.632, 1.662, 2.883)
O (1.890, 7.436, 2.693)
O (5.141, 3.392, 3.007)
O (2.963, 3.927, 3.699)
C (0.727, -4.429, -0.987)
C (1.956, -2.490, -0.298)
C (-5.265, -4.132, -3.110)
C (3.293, 5.276, 3.238)
C (1.911, 1.010, 1.235)
C (-0.221, -2.226, -1.269)
C (-6.305, -3.307, -3.527)
C (-5.057, -1.368, -2.828)
C (-0.317, -3.609, -1.405)
C (-4.024, -2.199, -2.422)
C (0.726, 2.184, 1.459)
C (1.873, -3.866, -0.435)
C (3.949, 3.028, 3.196)
C (-4.115, -3.575, -2.560)
C (0.921, -1.662, -0.707)
C (-6.202, -1.925, -3.389)
C (2.028, 6.251, 3.502)
C (3.517, 1.591, 1.435)
H (-5.349, -5.208, -3.215)
H (1.673, -0.101, 1.617)
H (-4.961, -0.296, -2.705)
H (-1.209, -4.047, -1.839)
H (0.121, 1.492, 2.115)
H (1.015, -0.591, -0.582)
H (1.758, 7.149, 1.752)
H (3.444, 5.228, 2.099)
H (3.517, 2.605, 0.919)
H (0.648, -5.506, -1.090)
H (1.178, 3.190, 1.699)
H (4.192, 0.811, 0.950)
H (-7.012, -1.283, -3.717)
H (4.264, 5.675, 3.690)
H (2.699, -4.489, -0.112)
H (-1.029, -1.591, -1.598)
H (-7.201, -3.741, -3.960)
H (-3.292, -4.202, -2.239)

Output
Multiplicity: 1
SMILES: O=C(O)COC(=O)OC[C@H]1CO1.Fc1ccccc1.Fc1ccccc1
LUMO energy: 0.12 eV
Highest occupied orbital energy: -9.22 eV
Gap between HOMO and LUMO: 9.34 eV


[2]
Formula: C7H12LiN2O8
Source: the Open Molecules 2025 dataset
Level of theory: ωB97M-V/def2-TZVPD

CARTESIAN COORDINATES (ANGSTROEM)
O (-1.248, 0.632, 1.790)
O (0.322, 0.621, -0.537)
O (-0.147, -1.788, -2.022)
O (-2.315, -0.903, -0.673)
O (-3.134, 2.784, 1.342)
O (-1.914, 2.150, -1.820)
O (4.369, -2.384, -2.519)
O (4.674, 0.412, -2.009)
N (0.079, -1.074, 2.470)
N (-1.168, -0.140, 3.954)
C (2.170, -2.213, -2.090)
C (3.559, -0.202, -1.854)
C (1.213, 0.074, -1.180)
C (0.987, -1.395, -1.715)
C (3.384, -1.666, -2.102)
C (2.541, 0.595, -1.429)
C (-0.794, -0.075, 2.689)
Li (-1.686, 1.075, -0.076)
H (-2.100, 1.971, -2.742)
H (0.769, -0.900, 1.753)
H (-2.829, -1.702, -0.561)
H (-2.407, 3.038, 1.911)
H (2.023, -3.202, -2.498)
H (-0.825, -0.798, 4.639)
H (2.609, 1.661, -1.268)
H (-3.861, 2.617, 1.942)
H (-1.497, -1.198, -1.074)
H (0.496, -1.479, 3.296)
H (-1.395, 2.954, -1.831)
H (-1.876, 0.533, 4.213)

Output
Multiplicity: 1
Energy above the lowest of the compared OMol25 structures with the same formula, charge and spin: 43.2 kcal per mole
Charge: -1
LUMO energy: 1.58 eV
Highest occupied orbital energy: -2.65 eV
Gap between HOMO and LUMO: 4.23 eV


[3]
Formula: C9H16INOOs
Source: the Open Molecules 2025 dataset
Level of theory: ωB97M-V/def2-TZVPD

CARTESIAN COORDINATES (ANGSTROEM)
Os (-0.085, -0.734, 0.208)
I (-2.510, -0.740, 0.401)
O (1.080, -1.856, 1.418)
N (0.817, 0.628, 1.416)
C (1.327, 2.476, 3.411)
C (-2.499, -1.468, -4.111)
C (0.834, 2.883, 2.173)
C (0.579, 1.950, 1.188)
C (1.480, 1.121, 3.660)
C (1.169, 0.200, 2.656)
C (-2.490, 0.016, -4.114)
C (1.391, -0.669, -1.157)
C (1.206, -1.285, 2.771)
H (1.829, 0.673, 4.586)
H (-1.668, 0.450, -4.707)
H (-2.348, 0.362, -3.086)
H (0.383, -1.655, 3.432)
H (0.170, 2.176, 0.199)
H (1.581, 3.204, 4.175)
H (2.337, -0.240, -0.782)
H (-3.422, 0.465, -4.447)
H (0.650, 3.926, 1.946)
H (0.959, -2.817, 1.480)
H (-2.122, -1.887, -5.062)
H (1.100, -0.116, -2.065)
H (2.165, -1.632, 3.175)
H (1.615, -1.711, -1.451)
H (-3.540, -1.785, -4.045)
H (-1.994, -1.937, -3.270)

Output
Multiplicity: 5
Charge: +2
LUMO energy (alpha / beta): -9.45 / -10.53 eV
Highest occupied orbital energy (alpha / beta): -16.26 / -16.26 eV
<S²>: 6.025
Gap between HOMO and LUMO (alpha / beta): 6.81 / 5.73 eV


[4]
Formula: C35H53AsNO2P2Pr
Source: the Open Molecules 2025 dataset
Level of theory: ωB97M-V/def2-TZVPD

CARTESIAN COORDINATES (ANGSTROEM)
Pr (0.590, 1.413, 0.428)
As (-0.496, -2.369, 0.390)
P (2.849, 1.258, -1.417)
P (-2.148, 2.462, 0.549)
O (-0.015, -0.720, 0.190)
O (1.944, 1.371, 4.076)
N (-0.175, 1.963, -1.873)
C (-3.309, -2.733, 0.725)
C (-2.121, 3.949, 2.926)
C (-2.311, -2.371, -0.182)
C (0.906, -3.129, -2.021)
C (0.575, 1.699, -3.152)
C (2.112, 1.682, -3.062)
C (-2.629, -2.139, -1.532)
C (-0.313, -2.682, 2.269)
C (0.316, -1.757, 3.123)
C (-0.026, -3.265, 4.976)
C (2.550, -4.988, -0.701)
C (-3.935, -2.340, -1.958)
C (-2.538, 2.826, -1.229)
C (3.437, -0.517, -1.592)
C (-4.869, 1.718, 1.221)
C (-3.743, 4.795, 1.146)
C (-1.609, 2.198, -2.283)
C (-3.429, 1.213, 1.098)
C (2.641, -4.807, -2.099)
C (-4.615, -2.906, 0.283)
C (-0.645, -4.204, 4.127)
C (-0.783, -3.902, 2.762)
C (0.447, -2.062, 4.464)
C (-2.417, 4.080, 1.422)
C (1.826, -3.895, -2.725)
C (5.035, 2.124, 0.110)
C (1.593, 1.515, 2.987)
C (0.812, -3.310, -0.622)
C (4.638, -0.774, -2.506)
C (5.288, 2.443, -2.414)
C (-2.961, 0.514, 2.385)
C (-4.926, -2.723, -1.068)
C (3.644, -1.147, -0.205)
C (4.319, 2.380, -1.229)
C (1.625, -4.232, 0.021)
H (-5.395, -3.179, 1.007)
H (5.988, 3.270, -2.227)
H (0.076, -3.499, 6.037)
H (5.588, 1.171, 0.104)
H (4.475, -0.680, 0.346)
H (-2.581, 3.922, -1.336)
H (3.385, -5.394, -2.669)
H (5.765, 2.932, 0.266)
H (2.474, 0.939, -3.779)
H (-1.684, 2.830, -3.202)
H (4.783, 2.658, -3.370)
H (3.194, -5.695, -0.184)
H (-3.405, 0.465, 0.280)
H (2.539, 2.650, -3.370)
H (0.301, 2.423, -3.959)
H (3.874, -2.212, -0.338)
H (-2.119, 4.958, 3.363)
H (-1.968, 1.174, -2.532)
H (5.882, 1.525, -2.516)
H (-1.609, 4.691, 0.970)
H (0.933, -1.336, 5.140)
H (1.532, -4.344, 1.109)
H (0.210, 0.692, -3.452)
H (-1.136, 3.500, 3.129)
H (-3.651, -0.310, 2.612)
H (-3.951, 4.919, 0.073)
H (-4.595, 4.294, 1.622)
H (3.815, 3.366, -1.160)
H (-2.891, 3.362, 3.450)
H (-2.949, 1.197, 3.247)
H (-5.205, 2.289, 0.347)
H (-1.960, 0.068, 2.291)
H (-1.261, -4.622, 2.094)
H (-5.964, -2.865, -1.414)
H (-3.043, -2.877, 1.779)
H (-5.535, 0.845, 1.309)
H (4.342, 2.131, 0.968)
H (-3.550, 2.452, -1.414)
H (5.589, -0.500, -2.027)
H (-1.016, -5.142, 4.511)
H (0.717, -0.803, 2.745)
H (1.889, -3.744, -3.830)
H (-1.840, -1.806, -2.212)
H (4.560, -0.267, -3.477)
H (2.743, -1.095, 0.427)
H (-3.675, 5.803, 1.578)
H (-5.021, 2.318, 2.128)
H (2.560, -1.009, -2.054)
H (0.206, 2.891, -1.445)
H (4.689, -1.856, -2.711)
H (-4.173, -2.179, -3.028)
H (0.669, 3.440, -0.532)
H (0.263, -2.394, -2.501)

Output
Multiplicity: 3
Energy above the lowest of the compared OMol25 structures with the same formula, charge and spin: 0.0 kcal per mole
Charge: +2
LUMO energy (alpha / beta): -6.16 / -6.11 eV
Highest occupied orbital energy (alpha / beta): -12.89 / -12.90 eV
<S²>: 2.006
Gap between HOMO and LUMO (alpha / beta): 6.73 / 6.80 eV


[5]
Formula: C18H14F4N2O4
Source: the Open Molecules 2025 dataset
Level of theory: ωB97M-V/def2-TZVPD

CARTESIAN COORDINATES (ANGSTROEM)
F (2.334, -2.019, 1.235)
F (-2.536, -4.506, 1.704)
F (-2.382, -1.803, 1.078)
F (2.208, -4.753, 1.724)
O (-0.223, -5.997, 1.341)
O (0.107, -0.684, 0.421)
O (-2.331, 2.222, -0.489)
O (2.057, 1.112, 0.065)
N (-0.213, 0.863, -1.227)
N (0.007, -1.208, -1.918)
C (1.095, -4.043, 1.477)
C (3.447, 1.401, 0.288)
C (-1.189, 2.686, 0.076)
C (-3.587, 2.864, -0.194)
C (-0.168, -4.757, 1.424)
C (1.156, -2.705, 1.197)
C (-0.371, -0.415, -3.004)
C (0.002, -0.402, -0.852)
C (-1.356, -3.921, 1.428)
C (-1.273, -2.589, 1.121)
C (0.698, -2.478, -2.149)
C (1.254, 3.003, 1.405)
C (0.161, 3.810, 1.724)
C (-0.546, 0.843, -2.566)
C (-0.019, -2.024, 0.884)
C (-1.075, 3.659, 1.093)
C (1.128, 2.035, 0.400)
C (-0.055, 1.980, -0.326)
H (1.461, -2.318, -2.923)
H (-4.292, 2.356, -0.855)
H (-3.549, 3.940, -0.427)
H (3.990, 0.737, -0.384)
H (3.728, 1.177, 1.323)
H (-0.005, -3.231, -2.520)
H (2.203, 3.095, 1.935)
H (-1.936, 4.263, 1.397)
H (-3.866, 2.699, 0.857)
H (1.169, -2.825, -1.229)
H (-0.777, 1.745, -3.100)
H (-0.405, -0.817, -4.001)
H (3.668, 2.449, 0.055)
H (0.280, 4.557, 2.512)

Output
Multiplicity: 1
Energy above the lowest of the compared OMol25 structures with the same formula, charge and spin: 0.0 kcal per mole
LUMO energy: 0.20 eV
Highest occupied orbital energy: -6.48 eV
Gap between HOMO and LUMO: 6.69 eV


[6]
Formula: C2H2N2OS
Source: the Open Molecules 2025 dataset
Level of theory: ωB97M-V/def2-TZVPD

CARTESIAN COORDINATES (ANGSTROEM)
S (-1.852, 0.177, -0.811)
O (-1.345, 1.263, 0.364)
N (1.127, -0.663, -0.136)
N (2.160, 1.427, -0.699)
C (0.228, -1.469, -0.006)
C (1.457, 0.538, -0.437)
H (-1.949, 1.145, 1.180)
H (0.174, -2.419, 0.546)

Output
Multiplicity: 1
Energy above the lowest of the compared OMol25 structures with the same formula, charge and spin: 115.9 kcal per mole
LUMO energy: -1.77 eV
Highest occupied orbital energy: -8.49 eV
Gap between HOMO and LUMO: 6.72 eV


[7]
Formula: C7H13NO
Source: the Open Molecules 2025 dataset
Level of theory: ωB97M-V/def2-TZVPD

CARTESIAN COORDINATES (ANGSTROEM)
O (1.887, -1.678, -0.228)
N (-0.849, -1.781, 0.804)
C (-2.801, 0.721, -1.184)
C (0.200, 0.279, -0.006)
C (-2.209, 0.199, -0.126)
C (0.307, 0.850, 1.399)
C (1.721, -0.487, -0.325)
C (2.892, 0.433, -0.598)
C (-0.813, -0.792, -0.205)
H (0.119, 1.056, -0.767)
H (0.434, 0.042, 2.116)
H (3.746, -0.129, -0.978)
H (1.153, 1.529, 1.474)
H (3.199, 0.920, 0.328)
H (-2.336, 0.709, -2.161)
H (-1.485, -2.535, 0.579)
H (-2.674, 0.205, 0.852)
H (2.615, 1.202, -1.318)
H (0.057, -2.149, 1.065)
H (-0.785, -1.178, -1.231)
H (-3.778, 1.185, -1.134)
H (-0.598, 1.402, 1.645)

Output
Multiplicity: 1
Energy above the lowest of the compared OMol25 structures with the same formula, charge and spin: 45.2 kcal per mole
SMILES: C=C[C@H](N)[C@@H](C)C(C)=O
LUMO energy: 0.95 eV
Highest occupied orbital energy: -8.62 eV
Gap between HOMO and LUMO: 9.57 eV


[8]
Formula: C3H9NSi
Source: the Open Molecules 2025 dataset
Level of theory: ωB97M-V/def2-TZVPD

CARTESIAN COORDINATES (ANGSTROEM)
Si (-1.378, 0.248, 0.423)
N (-1.670, -0.242, 1.975)
C (1.006, -0.295, -1.349)
C (0.465, -0.556, 0.152)
C (1.838, 0.688, -1.510)
H (-2.455, -0.471, -0.230)
H (-0.912, -0.662, 2.531)
H (1.312, -0.086, 0.705)
H (2.336, 0.872, -2.485)
H (0.520, -1.600, 0.245)
H (0.800, -0.969, -2.223)
H (-1.375, 1.738, 0.068)
H (-2.495, -0.102, 2.510)
H (2.007, 1.438, -0.813)

Output
Multiplicity: 1
Energy above the lowest of the compared OMol25 structures with the same formula, charge and spin: 15.6 kcal per mole
SMILES: C=CC[SiH2]N
LUMO energy: 1.10 eV
Highest occupied orbital energy: -9.36 eV
Gap between HOMO and LUMO: 10.46 eV